(1)
Computed, not measured: a 2-piece molecular cluster, C3H7O3 overall at a distorted geometry, with ωB97M-V/def2-TZVPD.

CARTESIAN COORDINATES (ANGSTROEM)
O1 1.554 1.685 -1.006
O2 2.175 0.209 -2.432
O3 -1.680 0.215 2.224
C1 1.372 0.701 -1.679
C2 -0.406 -0.290 1.821
C3 0.041 -0.050 -1.508
H1 -0.079 -0.530 0.722
H2 -0.514 0.172 -0.557
H3 -0.193 -1.045 2.432
H4 0.317 0.535 1.787
H5 0.273 -1.107 -1.382
H6 -2.323 -0.287 1.967
H7 -0.539 -0.207 -2.388

Computed properties:
* E_LUMO: 3.4 eV
* F_max: 7.939 eV/A
* ΔE to the lowest compared entry with this formula, charge and spin: 284.2 kJ/mol
* M: 91.09 g mol⁻¹
* net charge: -1
* orbital gap: 0.262 Ha
* DFT total energy: -9366.213 eV

(2)
Computed, not measured: a 2-piece molecular cluster, C3H7O3 overall, with ωB97M-V/def2-TZVPD.

CARTESIAN COORDINATES (ANGSTROEM)
O1 0.538 0.219 -0.496
O2 0.013 1.274 1.819
O3 -1.493 -0.687 -0.910
C1 -0.307 -0.436 -1.187
C2 0.195 -0.955 -2.555
C3 0.665 0.594 2.863
H1 1.125 -0.322 2.484
H2 1.284 -0.913 -2.627
H3 0.149 0.779 0.941
H4 -0.059 0.295 3.638
H5 1.405 1.256 3.335
H6 -0.236 -0.291 -3.318
H7 -0.236 -1.935 -2.748

Computed properties:
* E_LUMO: 4.3 eV
* F_max: 0.766 eV/A
* ΔE to the lowest compared entry with this formula, charge and spin: 59.3 kJ/mol
* M: 91.09 g mol⁻¹
* net charge: -1
* orbital gap: 0.321 Ha
* DFT total energy: -9368.544 eV

(3)
Computed, not measured: a 2-piece molecular cluster, C3H7O3 overall at a distorted geometry, with ωB97M-V/def2-TZVPD.

CARTESIAN COORDINATES (ANGSTROEM)
O1 -0.392 0.163 -2.797
O2 -0.721 0.734 -0.626
O3 0.747 0.026 1.943
C1 1.082 1.379 1.715
C2 -0.913 -1.597 -1.253
C3 -0.635 -0.059 -1.588
H1 -1.916 -1.525 -0.808
H2 2.027 1.476 1.180
H3 0.539 -0.314 1.057
H4 0.346 1.967 1.163
H5 -1.029 -2.143 -2.181
H6 1.078 1.849 2.703
H7 -0.214 -1.956 -0.507

Computed properties:
* E_LUMO: 4.1 eV
* F_max: 2.230 eV/A
* ΔE to the lowest compared entry with this formula, charge and spin: 99.1 kJ/mol
* M: 91.09 g mol⁻¹
* net charge: -1
* orbital gap: 0.300 Ha
* DFT total energy: -9368.131 eV

(4)
Computed, not measured: a 2-piece molecular cluster, C3H7O3 overall, with ωB97M-V/def2-TZVPD.

CARTESIAN COORDINATES (ANGSTROEM)
O1 -2.799 -1.129 0.906
O2 -1.276 -0.715 -0.700
O3 1.030 0.629 -0.755
C1 1.637 1.080 0.432
C2 3.134 1.238 0.235
C3 -2.203 -1.354 -0.151
H1 0.227 0.111 -0.508
H2 3.375 1.702 -0.715
H3 3.531 1.823 1.057
H4 1.220 2.063 0.723
H5 -2.449 -2.324 -0.649
H6 1.455 0.377 1.263
H7 3.627 0.276 0.327

Computed properties:
* E_LUMO: 3.9 eV
* F_max: 0.828 eV/A
* ΔE to the lowest compared entry with this formula, charge and spin: 72.9 kJ/mol
* M: 91.09 g mol⁻¹
* net charge: -1
* orbital gap: 0.301 Ha
* DFT total energy: -9368.403 eV

(5)
Computed, not measured: a 2-piece molecular cluster, C3H7O3 overall at a distorted geometry, with ωB97M-V/def2-TZVPD.

CARTESIAN COORDINATES (ANGSTROEM)
O1 0.848 -0.019 0.659
O2 2.731 1.583 2.220
O3 0.342 -2.141 0.854
C1 -1.554 0.321 -0.940
C2 -0.683 -0.950 -0.956
C3 0.227 -1.001 0.279
H1 -0.011 -1.089 -1.805
H2 2.482 2.438 1.847
H3 -1.269 -1.867 -0.982
H4 -1.571 0.750 -1.945
H5 -1.191 0.975 -0.167
H6 2.224 0.966 1.662
H7 -2.575 0.033 -0.724

Computed properties:
* E_LUMO (alpha / beta): 0.7 / -3.5 eV
* F_max: 1.827 eV/A
* ΔE to the lowest compared entry with this formula, charge and spin: 32.0 kJ/mol
* M: 91.09 g mol⁻¹
* 2S+1: 2
* orbital gap (alpha / beta): 0.418 / 0.267 Ha
* DFT total energy: -9365.062 eV
* expectation value of S²: 0.754

(6)
Computed, not measured: a 2-piece molecular cluster, C3H7O3P overall at a distorted geometry, with ωB97M-V/def2-TZVPD.

CARTESIAN COORDINATES (ANGSTROEM)
P1 0.404 0.224 1.360
O1 1.056 -0.022 -1.571
O2 0.378 -1.797 3.657
O3 -1.716 -0.713 -0.277
C1 -0.891 0.445 -0.051
C2 -0.249 -1.839 2.719
C3 -0.137 0.824 -1.314
H1 -0.997 -1.338 -0.657
H2 0.225 1.826 -1.204
H3 1.258 0.878 0.532
H4 -1.410 1.364 0.308
H5 -0.665 0.578 -2.222
H6 1.824 0.479 -1.955
H7 0.920 -0.910 0.675

Computed properties:
* E_LUMO: 0.7 eV
* F_max: 2.473 eV/A
* ΔE to the lowest compared entry with this formula, charge and spin: 372.8 kJ/mol
* M: 122.06 g mol⁻¹
* orbital gap: 0.372 Ha
* DFT total energy: -18652.908 eV

(7)
Computed, not measured: C3H7O3Sr as an isolated structure at a distorted geometry, with ωB97M-V/def2-TZVPD.

CARTESIAN COORDINATES (ANGSTROEM)
Sr1 1.843 0.232 -1.295
O1 4.005 0.192 -1.658
O2 0.687 -1.190 -0.034
O3 -0.662 1.213 -0.295
C1 0.463 1.481 0.583
C2 -0.701 -1.348 -0.379
C3 -1.334 -0.001 -0.029
H1 -1.199 -0.056 1.071
H2 -1.140 -1.749 -1.306
H3 0.653 2.565 0.528
H4 0.688 -0.555 1.137
H5 -2.401 0.042 -0.283
H6 0.219 1.257 1.633
H7 -1.121 -2.084 0.327

Computed properties:
* E_LUMO (alpha / beta): -0.4 / -0.4 eV
* F_max: 4.852 eV/A
* ΔE to the lowest compared entry with this formula, charge and spin: 391.2 kJ/mol
* M: 178.71 g mol⁻¹
* 2S+1: 2
* orbital gap (alpha / beta): 0.246 / 0.245 Ha
* DFT total energy: -10195.951 eV
* expectation value of S²: 0.754

(8)
Computed, not measured: C3H7O3Yb as an isolated structure at a distorted geometry, with ωB97M-V/def2-TZVPD.

CARTESIAN COORDINATES (ANGSTROEM)
Yb1 -1.915 -0.378 -0.521
O1 -1.996 1.718 -0.245
O2 -1.047 -2.349 -1.012
O3 -0.138 0.765 0.537
C1 0.037 -3.119 -1.069
C2 1.244 0.778 0.817
C3 -0.821 2.045 0.329
H1 0.975 -2.710 -1.472
H2 1.415 1.157 1.835
H3 1.790 1.416 0.107
H4 -0.156 2.667 -0.306
H5 1.620 -0.296 0.643
H6 -0.913 2.509 1.332
H7 -0.094 -4.205 -0.974

Computed properties:
* E_LUMO (alpha / beta): -5.9 / -6.8 eV
* F_max: 3.162 eV/A
* M: 264.13 g mol⁻¹
* 2S+1: 3
* net charge: +1
* orbital gap (alpha / beta): 0.159 / 0.273 Ha
* DFT total energy: -40887.287 eV
* expectation value of S²: 2.006

(9)
Computed, not measured: C3H7OP as an isolated structure at a distorted geometry, with ωB97M-V/def2-TZVPD.

CARTESIAN COORDINATES (ANGSTROEM)
P1 0.519 1.646 0.050
O1 -2.795 0.119 -0.530
C1 -1.486 0.276 0.033
C2 2.028 -0.899 0.046
C3 1.420 0.097 -0.617
H1 0.512 1.015 1.334
H2 -1.131 -0.697 -0.172
H3 2.137 -0.947 1.117
H4 2.418 -1.671 -0.454
H5 1.453 0.102 -1.764
H6 -3.592 0.554 -0.167
H7 -1.485 0.404 1.124

Computed properties:
* E_LUMO (alpha / beta): 0.7 / -2.0 eV
* F_max: 5.620 eV/A
* ΔE to the lowest compared entry with this formula, charge and spin: 312.4 kJ/mol
* M: 90.06 g mol⁻¹
* 2S+1: 3
* orbital gap (alpha / beta): 0.251 / 0.294 Ha
* DFT total energy: -14554.348 eV
* expectation value of S²: 2.017

(10)
Computed, not measured: C3H7OPS2 as an isolated structure at a distorted geometry, with ωB97M-V/def2-TZVPD.

CARTESIAN COORDINATES (ANGSTROEM)
S1 0.742 -0.936 1.549
S2 1.060 -0.455 -1.640
P1 1.387 0.543 0.164
O1 2.732 1.074 0.325
C1 -0.304 2.182 0.324
C2 -0.565 -1.058 -0.955
C3 -0.256 -1.758 0.371
H1 -1.274 -1.903 0.921
H2 -0.941 1.720 1.092
H3 0.060 -2.870 0.237
H4 -0.723 2.359 -0.632
H5 0.271 3.025 0.564
H6 -1.085 -0.207 -0.710
H7 -1.103 -1.716 -1.609

Computed properties:
* E_LUMO: 0.1 eV
* F_max: 4.773 eV/A
* ΔE to the lowest compared entry with this formula, charge and spin: 139.3 kJ/mol
* M: 154.20 g mol⁻¹
* orbital gap: 0.341 Ha
* DFT total energy: -36231.019 eV

(11)
Computed, not measured: an isolated ion of composition C3H7OS and charge -1 at a distorted geometry, with ωB97M-V/def2-TZVPD.

CARTESIAN COORDINATES (ANGSTROEM)
S1 -0.306 -1.950 1.837
O1 0.678 1.703 -2.036
C1 0.040 1.424 -0.961
C2 -0.579 -0.838 0.276
C3 0.600 -0.120 -0.184
H1 0.401 -1.114 2.526
H2 -1.557 -0.402 0.452
H3 1.258 0.298 0.561
H4 -0.924 -1.593 -0.461
H5 1.260 -0.637 -0.882
H6 -1.050 1.129 -1.057
H7 0.178 2.100 -0.071

Computed properties:
* E_LUMO: 3.3 eV
* F_max: 2.885 eV/A
* ΔE to the lowest compared entry with this formula, charge and spin: 227.9 kJ/mol
* M: 91.15 g mol⁻¹
* structure (SMILES): [O-]CCCS
* net charge: -1
* orbital gap: 0.211 Ha
* DFT total energy: -16105.916 eV

(12)
Computed, not measured: a 2-piece molecular cluster, C3H7OS overall at a distorted geometry, with ωB97M-V/def2-TZVPD.

CARTESIAN COORDINATES (ANGSTROEM)
S1 1.027 -0.533 -2.347
O1 0.114 -1.553 2.075
C1 0.248 -0.625 1.053
C2 -0.566 0.436 0.927
C3 -0.492 1.359 -0.246
H1 0.505 1.443 -0.716
H2 -1.192 1.076 -1.058
H3 0.956 -0.853 0.200
H4 0.898 -1.363 -3.409
H5 -0.798 2.356 0.080
H6 0.710 -2.279 1.865
H7 -1.411 0.535 1.575

Computed properties:
* E_LUMO: 3.7 eV
* F_max: 1.730 eV/A
* ΔE to the lowest compared entry with this formula, charge and spin: 98.1 kJ/mol
* M: 91.15 g mol⁻¹
* net charge: -1
* orbital gap: 0.234 Ha
* DFT total energy: -16107.261 eV

(13)
Computed, not measured: a 2-piece molecular cluster, C3H7OS overall, with ωB97M-V/def2-TZVPD.

CARTESIAN COORDINATES (ANGSTROEM)
S1 -1.862 -0.349 -0.532
O1 2.967 0.123 0.187
C1 -1.749 1.431 -0.977
C2 1.258 -1.012 1.430
C3 1.813 0.040 0.525
H1 2.062 -1.483 2.002
H2 -2.288 2.118 -0.311
H3 -0.688 1.664 -0.886
H4 -2.081 1.668 -1.983
H5 0.782 -1.728 0.753
H6 1.058 0.747 0.145
H7 0.432 -0.602 2.014

Computed properties:
* E_LUMO: 3.9 eV
* F_max: 0.625 eV/A
* ΔE to the lowest compared entry with this formula, charge and spin: 69.8 kJ/mol
* M: 91.15 g mol⁻¹
* net charge: -1
* orbital gap: 0.231 Ha
* DFT total energy: -16107.554 eV

(14)
Computed, not measured: a 2-piece molecular cluster, C3H7P overall at a distorted geometry, with ωB97M-V/def2-TZVPD.

CARTESIAN COORDINATES (ANGSTROEM)
P1 1.792 -0.489 -0.065
C1 0.102 -0.083 0.442
C2 -1.025 -0.660 -0.185
C3 0.802 1.079 -0.054
H1 -1.008 -0.496 -1.208
H2 -1.933 -0.190 0.157
H3 0.549 1.567 -1.096
H4 1.090 -0.903 -1.233
H5 0.867 1.929 0.627
H6 -0.295 0.044 2.500
H7 -0.940 -1.798 0.115

Computed properties:
* E_LUMO (alpha / beta): -0.3 / -0.3 eV
* F_max: 4.600 eV/A
* ΔE to the lowest compared entry with this formula, charge and spin: 439.7 kJ/mol
* M: 74.06 g mol⁻¹
* orbital gap (alpha / beta): 0.329 / 0.309 Ha
* DFT total energy: -12507.525 eV

(15)
Computed, not measured: a 2-piece molecular cluster, C3H7P overall at a distorted geometry, with ωB97M-V/def2-TZVPD.

CARTESIAN COORDINATES (ANGSTROEM)
P1 1.829 -0.515 -0.020
C1 -1.167 -0.636 -0.030
C2 0.702 1.074 -0.108
C3 0.071 -0.094 0.328
H1 -1.308 -1.664 0.525
H2 0.399 1.457 -1.026
H3 -1.362 -0.850 -1.095
H4 -1.954 0.125 0.169
H5 0.961 1.827 0.608
H6 0.234 0.090 1.996
H7 1.595 -0.815 -1.346

Computed properties:
* E_LUMO (alpha / beta): 1.0 / -2.3 eV
* F_max: 3.542 eV/A
* ΔE to the lowest compared entry with this formula, charge and spin: 90.8 kJ/mol
* M: 74.06 g mol⁻¹
* 2S+1: 3
* orbital gap (alpha / beta): 0.250 / 0.278 Ha
* DFT total energy: -12505.844 eV
* expectation value of S²: 2.007

(16)
Computed, not measured: a 2-piece molecular cluster, C3H7PS overall at a distorted geometry, with ωB97M-V/def2-TZVPD.

CARTESIAN COORDINATES (ANGSTROEM)
S1 -1.295 1.034 -0.517
P1 -1.610 -2.500 -0.284
C1 -0.544 -1.374 -0.679
C2 0.711 -1.232 -1.442
C3 -0.923 1.370 1.262
H1 -2.799 -1.577 -0.079
H2 1.431 -0.584 -0.987
H3 1.317 -2.199 -1.480
H4 -1.403 2.327 1.380
H5 0.805 -0.790 -2.479
H6 -1.427 0.673 1.847
H7 0.113 1.536 1.657

Computed properties:
* E_LUMO (alpha / beta): -0.7 / -0.7 eV
* F_max: 4.965 eV/A
* ΔE to the lowest compared entry with this formula, charge and spin: 339.4 kJ/mol
* M: 106.13 g mol⁻¹
* orbital gap (alpha / beta): 0.288 / 0.288 Ha
* DFT total energy: -23344.452 eV

(17)
Computed, not measured: a 2-piece molecular cluster, C3H7PS overall at a distorted geometry, with ωB97M-V/def2-TZVPD.

CARTESIAN COORDINATES (ANGSTROEM)
S1 -2.465 0.998 -0.038
P1 -0.707 -2.159 -0.130
C1 1.167 -0.035 -0.155
C2 0.109 -0.625 0.543
C3 1.675 1.199 0.014
H1 1.544 1.826 0.859
H2 -0.084 -0.232 1.504
H3 -1.824 -1.439 -0.478
H4 1.367 -0.457 -1.104
H5 -3.132 1.503 1.121
H6 0.124 -2.119 -1.306
H7 2.226 1.540 -0.832

Computed properties:
* E_LUMO (alpha / beta): -0.7 / -2.2 eV
* F_max: 1.979 eV/A
* ΔE to the lowest compared entry with this formula, charge and spin: 367.7 kJ/mol
* M: 106.13 g mol⁻¹
* orbital gap (alpha / beta): 0.315 / 0.201 Ha
* DFT total energy: -23344.158 eV

(18)
Computed, not measured: a 2-piece molecular cluster, C3H7S overall at a distorted geometry, with ωB97M-V/def2-TZVPD.

CARTESIAN COORDINATES (ANGSTROEM)
S1 3.396 -0.385 1.236
C1 -0.093 0.761 0.072
C2 -1.349 -0.071 0.073
C3 -1.440 -1.218 -0.697
H1 -0.236 1.239 -0.885
H2 3.972 0.821 1.204
H3 0.095 1.362 0.985
H4 -2.288 0.440 0.230
H5 -0.623 -1.977 -0.906
H6 0.912 0.163 0.082
H7 -2.348 -1.136 -1.393

Computed properties:
* E_LUMO: 3.8 eV
* F_max: 3.469 eV/A
* ΔE to the lowest compared entry with this formula, charge and spin: 180.5 kJ/mol
* M: 75.16 g mol⁻¹
* net charge: -1
* orbital gap: 0.233 Ha
* DFT total energy: -14058.590 eV

(19)
Computed, not measured: a 2-piece molecular cluster, C3H7S overall at a distorted geometry, with ωB97M-V/def2-TZVPD.

CARTESIAN COORDINATES (ANGSTROEM)
S1 1.940 1.267 1.073
C1 0.469 -0.986 -0.492
C2 -1.867 0.051 -0.080
C3 -0.515 0.155 -0.341
H1 0.002 -1.977 -0.373
H2 -2.431 -0.872 -0.138
H3 -0.114 1.136 0.098
H4 1.249 -0.844 0.291
H5 0.930 -0.995 -1.522
H6 2.866 2.154 1.297
H7 -2.528 0.911 0.186

Computed properties:
* E_LUMO (alpha / beta): 0.9 / -2.5 eV
* F_max: 3.732 eV/A
* ΔE to the lowest compared entry with this formula, charge and spin: 168.8 kJ/mol
* M: 75.16 g mol⁻¹
* 2S+1: 2
* orbital gap (alpha / beta): 0.382 / 0.252 Ha
* DFT total energy: -14056.721 eV
* expectation value of S²: 0.753

(20)
Computed, not measured: a single C3H8 molecule at a distorted geometry, with ωB97M-V/def2-TZVPD.

CARTESIAN COORDINATES (ANGSTROEM)
C1 -1.255 0.306 0.116
C2 0.149 0.278 -0.484
C3 1.099 -0.561 0.284
H1 -1.266 0.734 1.118
H2 0.459 1.448 -0.362
H3 2.010 -0.115 0.819
H4 -1.733 -0.678 0.214
H5 0.571 -1.206 1.142
H6 -1.887 1.016 -0.486
H7 1.744 -1.213 -0.388
H8 0.142 -0.122 -1.555

Computed properties:
* E_LUMO: 1.3 eV
* F_max: 4.468 eV/A
* ΔE to the lowest compared entry with this formula, charge and spin: 91.0 kJ/mol
* M: 44.10 g mol⁻¹
* structure (SMILES): CCC
* orbital gap: 0.443 Ha
* DFT total energy: -3239.810 eV